C13H34O5Zn as an isolated structure at a distorted geometry. Source: the Open Molecules 2025 dataset; level of theory: ωB97M-V/def2-TZVPD.

XYZ file:
```
53
Properties=species:S:1:pos:R:3:forces:R:3
Zn 2.005 0.743 -2.512 0.58 0.11 3.19
C 0.519 -0.623 0.978 0.04 -0.53 -0.24
C 0.029 0.474 0.061 0.64 1.58 0.27
O 0.627 0.609 -1.201 0.31 -0.55 -2.00
H 0.001 -1.575 0.840 -0.26 0.12 0.13
H 0.383 -0.226 1.985 0.00 -0.47 0.18
H 1.570 -0.882 0.836 0.12 0.45 -0.02
H 0.239 1.420 0.581 0.14 0.00 0.13
H -1.069 0.506 0.034 -0.07 -0.51 -0.49
C 4.024 1.622 0.151 -0.73 0.11 -0.46
C 4.631 1.052 -1.115 0.34 -0.15 0.68
O 3.852 1.150 -2.267 -1.47 -0.13 -1.33
H 3.852 2.698 0.077 0.23 0.04 0.05
H 4.661 1.380 1.001 -0.13 0.10 0.14
H 3.030 1.175 0.259 0.09 -0.10 0.37
H 4.913 0.022 -0.858 -0.10 -0.19 -0.38
H 5.577 1.575 -1.301 -0.02 0.01 -0.25
C 0.756 4.237 1.942 0.48 0.48 -0.93
C 0.512 4.155 3.433 -1.10 -1.42 -0.20
C -0.437 5.169 3.998 0.19 1.48 0.05
O -0.071 2.842 3.649 0.46 0.02 0.25
H -0.120 3.972 1.343 -0.22 -0.07 0.34
H 1.539 3.538 1.643 -0.01 -0.09 0.15
H 1.059 5.208 1.537 0.06 0.15 0.45
H 1.457 4.165 3.979 -0.08 -0.06 0.02
H -0.724 5.023 5.038 0.42 -0.33 0.07
H -1.389 5.281 3.471 0.20 -0.22 -0.40
H 0.093 6.128 3.932 -0.37 0.16 0.12
H -0.875 2.837 3.118 -0.01 -0.13 0.06
C -3.344 -1.567 -1.983 0.44 0.88 0.93
C -2.807 -0.517 -2.933 0.28 -0.24 -2.05
C -3.152 0.942 -2.706 -0.41 0.52 1.01
O -1.389 -0.651 -3.146 -0.07 0.43 1.12
H -2.846 -2.509 -2.204 -0.69 -0.26 -0.40
H -4.432 -1.507 -2.006 -0.04 -0.71 -0.21
H -3.079 -1.393 -0.932 0.14 0.41 -0.05
H -3.183 -0.792 -3.926 -0.22 -0.01 0.06
H -4.167 1.286 -2.924 -0.22 -0.72 -0.06
H -2.548 1.624 -3.303 0.41 -0.30 0.08
H -3.023 1.154 -1.638 0.27 0.29 -0.08
H -0.980 -0.216 -2.373 0.39 -0.22 -0.27
C -1.750 -5.150 -0.191 -0.72 0.39 1.58
C -0.462 -4.617 -0.839 -0.74 -0.59 0.11
C 0.701 -4.702 0.108 0.88 0.18 0.33
O -0.232 -5.326 -2.050 0.29 0.39 -0.24
H -2.228 -6.030 -0.619 0.36 0.06 -0.51
H -2.533 -4.393 -0.078 0.03 0.12 -0.60
H -1.617 -5.396 0.870 0.44 -0.22 -0.09
H -0.621 -3.557 -1.052 0.09 -0.14 -0.59
H 0.456 -4.119 0.999 0.05 -0.31 0.21
H 1.635 -4.277 -0.269 -0.25 0.20 -0.38
H 0.981 -5.729 0.363 -0.43 -0.06 0.24
H -0.025 -6.234 -1.801 -0.01 0.02 -0.07
```
Forces are in eV/Å.

Output
HOMO, eV: -9.27
Lowest unoccupied orbital energy, eV: -1.498
Charge: 0

***

An isolated ion of composition C5H14N2 and charge -1 at a distorted geometry. Source: the Open Molecules 2025 dataset; level of theory: ωB97M-V/def2-TZVPD.

XYZ file:
```
21
Properties=species:S:1:pos:R:3:forces:R:3
N 1.275 0.278 -1.686 -0.87 -0.04 0.09
C 1.658 1.524 1.235 -0.03 -0.90 0.64
C 1.285 0.080 0.823 -0.88 -0.45 0.88
C 0.489 0.010 -0.499 -0.79 1.27 1.24
C -0.397 -1.198 -0.561 -0.57 -1.32 0.46
N -1.593 -1.127 0.307 1.63 0.75 0.30
C -2.575 -0.139 -0.071 -1.04 -0.79 -1.17
H 2.046 0.863 -1.415 0.60 -0.40 -0.56
H 1.435 -0.555 -2.229 0.74 0.09 0.02
H 1.005 2.224 0.727 0.48 0.34 -0.69
H 1.367 1.723 2.273 0.37 -0.32 0.12
H 2.740 1.668 1.155 -0.29 0.62 -0.29
H 2.096 -0.660 0.888 0.30 0.50 -0.61
H 0.650 -0.338 1.625 -0.30 0.30 -0.45
H -0.258 0.832 -0.436 0.53 -0.15 0.18
H -0.745 -1.351 -1.585 0.33 -0.17 -0.35
H 0.137 -2.097 -0.176 -0.11 0.34 -0.65
H -1.990 -2.063 0.281 -0.28 0.12 0.07
H -2.239 0.840 -0.413 0.58 -0.08 0.54
H -3.093 -0.503 -0.989 -0.33 0.21 0.40
H -3.292 -0.011 0.746 -0.06 0.07 -0.17
```
Forces are in eV/Å.

Output
HOMO (alpha / beta), eV: 1.50 / -4.85
Spin multiplicity: 2
Lowest unoccupied orbital energy (alpha / beta), eV: 3.883 / 3.758
Charge: -1

***

A 5-piece molecular cluster, C20H50O7S2 overall. Source: the Open Molecules 2025 dataset; level of theory: ωB97M-V/def2-TZVPD.

XYZ file:
```
79
Properties=species:S:1:pos:R:3:forces:R:3
C -1.198 1.052 -2.797 0.05 -0.05 -0.03
C -1.432 0.468 -1.403 0.10 0.03 -0.15
C -1.098 -1.022 -1.422 -0.13 0.02 0.06
C -0.628 1.280 -0.385 -0.09 0.09 -0.01
C -0.700 0.833 1.058 -0.18 -0.03 0.03
O 0.008 -0.418 1.287 -0.06 0.27 -0.06
S 1.265 -0.261 2.310 0.48 0.10 0.22
O 2.090 0.828 1.821 -0.15 -0.05 -0.09
O 1.971 -1.645 1.928 -0.36 -0.17 0.07
C 1.887 -2.260 0.617 0.18 -0.08 -0.15
C 2.640 -1.491 -0.445 0.02 0.01 -0.12
C 4.079 -1.134 -0.087 0.04 0.13 -0.08
S 5.086 -2.479 0.584 0.12 -0.19 -0.05
H -1.218 2.144 -2.789 -0.10 -0.02 -0.03
H -0.215 0.745 -3.168 0.00 0.05 0.02
H -1.942 0.686 -3.506 0.01 0.03 0.00
H -2.499 0.579 -1.174 0.05 0.00 0.14
H -0.045 -1.163 -1.687 -0.03 -0.05 -0.02
H -1.265 -1.496 -0.454 -0.02 0.01 -0.02
H -1.726 -1.526 -2.159 0.09 -0.04 -0.03
H 0.418 1.363 -0.697 0.02 -0.10 0.06
H -1.027 2.302 -0.392 0.08 0.01 -0.03
H -1.739 0.679 1.363 0.05 -0.15 -0.01
H -0.282 1.606 1.704 0.01 0.00 -0.01
H 0.844 -2.407 0.348 -0.04 0.10 0.01
H 2.342 -3.238 0.761 0.03 0.03 0.08
H 2.114 -0.562 -0.678 -0.03 0.01 0.01
H 2.627 -2.101 -1.354 -0.02 -0.05 0.05
H 4.626 -0.857 -0.990 -0.05 0.09 0.05
H 4.108 -0.281 0.586 -0.02 -0.06 0.07
H 4.484 -2.610 1.773 -0.04 0.08 0.04
C -2.489 -4.308 -5.747 -0.03 0.05 0.00
C -2.016 -3.712 -4.432 0.02 -0.07 0.00
C -1.523 -4.777 -3.467 -0.01 0.04 0.04
O -3.044 -2.924 -3.832 -0.04 0.03 0.00
H -3.324 -4.992 -5.572 0.02 -0.02 0.00
H -2.828 -3.524 -6.424 0.00 0.00 0.00
H -1.690 -4.869 -6.235 0.01 0.00 0.01
H -1.210 -3.000 -4.625 0.00 0.01 0.00
H -2.333 -5.473 -3.229 0.01 -0.02 -0.02
H -1.182 -4.322 -2.537 0.00 0.00 0.00
H -0.701 -5.350 -3.897 0.00 0.00 -0.01
H -3.790 -3.503 -3.635 0.02 0.02 -0.01
C -4.771 1.137 5.041 0.01 0.07 0.02
C -3.474 1.181 4.253 -0.04 -0.06 0.04
C -2.749 -0.155 4.254 0.10 0.05 -0.05
O -2.618 2.216 4.739 0.06 -0.04 0.05
H -4.566 0.889 6.087 -0.01 -0.02 0.00
H -5.268 2.105 5.000 0.00 0.00 -0.02
H -5.449 0.382 4.641 0.01 -0.01 0.00
H -3.695 1.475 3.225 -0.01 0.01 0.00
H -2.484 -0.446 5.274 -0.05 -0.01 0.01
H -1.826 -0.082 3.678 0.00 -0.05 0.01
H -3.369 -0.942 3.822 -0.01 -0.01 0.01
H -2.390 2.009 5.653 0.00 0.00 -0.03
C -5.281 5.897 1.588 -0.03 -0.03 -0.01
C -5.025 5.006 2.793 0.03 0.04 -0.04
C -3.563 5.001 3.207 -0.03 -0.02 0.02
O -5.485 3.676 2.537 0.03 -0.01 0.00
H -4.706 5.540 0.729 0.02 0.02 0.00
H -6.337 5.887 1.319 0.00 0.00 0.01
H -4.981 6.927 1.789 0.01 0.00 0.00
H -5.637 5.348 3.630 -0.01 -0.02 0.00
H -2.943 4.611 2.394 0.01 0.03 -0.01
H -3.408 4.362 4.075 0.01 0.01 -0.03
H -3.220 6.010 3.440 0.00 0.01 -0.02
H -4.976 3.334 1.793 -0.03 0.00 0.02
C 8.668 0.349 -1.053 -0.06 0.03 0.00
C 7.992 -0.919 -1.546 0.06 0.01 -0.02
C 8.883 -1.717 -2.484 -0.05 -0.02 -0.02
O 6.746 -0.612 -2.179 0.00 -0.01 0.00
H 8.907 1.003 -1.897 0.03 -0.01 0.00
H 8.009 0.893 -0.377 0.00 -0.01 0.00
H 9.597 0.122 -0.528 0.00 -0.01 0.00
H 7.718 -1.539 -0.690 -0.03 0.01 0.00
H 9.127 -1.123 -3.370 0.03 0.01 0.01
H 8.375 -2.624 -2.813 0.00 0.00 0.01
H 9.817 -1.997 -1.997 0.00 0.01 0.01
H 6.934 -0.061 -2.947 -0.02 -0.01 0.02
```
Forces are in eV/Å.

Output
HOMO, eV: -8.78
Lowest unoccupied orbital energy, eV: 0.613
Charge: 0

***

An isolated ion of composition C4H8NO2 and charge -2 at a distorted geometry. Source: the Open Molecules 2025 dataset; level of theory: ωB97M-V/def2-TZVPD.

XYZ file:
```
15
Properties=species:S:1:pos:R:3:forces:R:3
C 0.069 1.477 0.441 0.50 -1.28 -0.30
C 0.732 0.338 -0.407 0.55 -0.65 0.94
C 0.087 -1.026 -0.004 0.55 -0.04 -0.29
C -1.410 -1.333 -0.108 -0.79 2.13 0.50
O -1.912 -2.317 0.521 0.23 -0.31 -1.08
O -2.110 -0.543 -1.173 0.53 -1.77 0.06
N 2.132 0.227 0.007 0.21 -0.38 0.09
H 0.325 1.154 1.458 0.19 0.46 -0.03
H -1.020 1.498 0.412 -0.17 0.56 -0.49
H 0.640 2.355 0.149 -0.45 0.56 0.31
H -2.010 -0.253 0.139 0.01 0.43 0.62
H 0.705 -1.780 -0.511 -0.27 -0.16 -0.17
H 0.369 -1.146 1.048 -0.13 -0.07 0.04
H 0.652 0.467 -1.496 -0.51 0.34 0.06
H 2.751 0.882 -0.477 -0.45 0.17 -0.27
```
Forces are in eV/Å.

Output
HOMO (alpha / beta), eV: 2.21 / 1.89
Spin multiplicity: 2
Lowest unoccupied orbital energy (alpha / beta), eV: 7.434 / 7.204
Charge: -2

***

DFT total energy (Ha)
-2671.12526 -308.31994 -2115.04804 -362.19841
Relative energy (zero: lowest compared OMol25 entry of this formula, charge and spin) (kcal per mole)
0.0 27.0 0.0 106.8
Molar mass (g/mol)
335.8 102.2 466.7 102.1